(1)
Formula: C30H42Cl2N7O2RbS
Source: the OMol25 dataset
Level of theory: the ωB97M-V functional and the def2-TZVPD basis

Computed properties:
* HOMO-LUMO gap: 6.5 eV
* relative energy (zero: lowest compared OMol25 entry of this formula, charge and spin): 23.68 kcal per mole
* net charge: 0
* HOMO: -6.43 eV

CARTESIAN COORDINATES (ANGSTROEM)
Rb  0.003  -0.678  -0.293
C  -3.784  0.843  -0.700
C  -3.457  1.566  0.660
N  -2.170  1.341  1.286
C  -2.112  1.348  2.756
C  -0.629  1.170  3.253
N  0.102  0.075  2.674
C  0.259  -1.118  3.463
C  -0.901  -2.107  3.378
C  -0.711  -3.328  2.496
N  -1.160  -3.119  1.138
C  -2.613  -2.969  0.995
C  -3.034  -2.852  -0.465
N  -3.004  -1.480  -0.918
C  -4.002  -0.623  -0.412
H  -3.007  1.105  -1.452
H  -4.761  1.225  -1.053
H  -4.290  1.243  1.301
H  -3.662  2.597  0.423
H  -1.530  2.024  0.936
H  -2.767  0.525  3.133
H  -2.548  2.281  3.111
H  -0.734  0.973  4.349
H  -0.060  2.096  3.082
H  0.975  0.415  2.303
H  0.508  -0.885  4.508
H  1.173  -1.636  3.024
H  -1.839  -1.591  3.088
H  -1.014  -2.286  4.438
H  -1.295  -4.192  2.940
H  0.343  -3.535  2.430
H  -0.874  -3.893  0.550
H  -2.923  -2.085  1.454
H  -3.102  -3.785  1.554
H  -4.053  -3.328  -0.565
H  -2.374  -3.373  -1.154
H  -2.940  -1.443  -1.923
H  -3.960  -0.759  0.683
H  -4.988  -0.968  -0.731
Cl  -1.324  -3.843  -4.527
C  0.186  -2.981  -4.464
C  1.203  -3.173  -5.438
C  2.414  -2.499  -5.430
Cl  3.572  -2.671  -6.669
C  2.561  -1.542  -4.429
C  3.745  -0.751  -4.334
C  3.894  0.219  -3.389
C  2.797  0.428  -2.521
N  1.705  -0.265  -2.568
C  1.535  -1.201  -3.494
C  0.253  -1.985  -3.461
O  -0.681  -1.742  -2.634
H  1.047  -3.985  -6.184
H  4.501  -0.848  -5.140
H  4.826  0.824  -3.307
H  2.930  1.198  -1.785
N  2.218  2.905  1.908
C  1.349  3.900  1.552
C  1.126  4.988  2.324
C  0.133  5.918  1.977
C  -0.661  5.807  0.860
C  -0.476  4.687  0.043
C  -1.231  4.462  -1.125
C  -0.916  3.400  -1.971
C  0.096  2.493  -1.508
N  0.802  2.652  -0.392
C  0.526  3.722  0.381
H  2.935  3.131  2.564
H  2.504  2.268  1.128
H  1.784  5.145  3.169
H  0.072  6.784  2.618
H  -1.305  6.619  0.582
H  -2.103  5.139  -1.283
H  -1.509  3.186  -2.852
H  0.402  1.629  -2.103
C  4.502  -2.450  1.592
S  3.982  -1.341  0.320
C  2.848  -2.517  -0.382
O  2.976  -0.321  0.807
H  3.667  -2.691  2.184
H  5.267  -1.929  2.154
H  4.970  -3.305  1.060
H  3.230  -3.506  -0.559
H  2.524  -2.085  -1.338
H  2.059  -2.667  0.323

Cartesian forces (eV/Å) of the 3 atoms listed first:
-0.384 0.306 0.451
0.250 0.631 0.834
-1.351 -0.144 -0.894

---

(2)
Formula: H14O12SV
Source: the OMol25 dataset
Level of theory: the ωB97M-V functional and the def2-TZVPD basis

Computed properties:
* HOMO-LUMO gap (spin up / spin down): 5.5 / 6.1 eV
* relative energy (zero: lowest compared OMol25 entry of this formula, charge and spin): 0.00 kcal per mole
* multiplicity: 2
* net charge: 0
* HOMO (spin up / spin down): -7.17 / -7.19 eV

CARTESIAN COORDINATES (ANGSTROEM)
O  0.497  1.028  0.101
V  -0.226  -0.472  0.162
S  -2.015  -3.241  0.591
O  -1.221  -4.192  1.286
O  -3.144  -2.883  1.366
O  -1.210  -2.062  0.366
O  -2.478  -3.827  -0.670
O  1.946  0.880  -2.251
H  2.349  0.474  -2.999
H  1.780  1.748  -2.605
O  0.126  -0.365  2.295
H  -0.091  0.385  2.905
H  0.626  -1.018  2.779
O  1.568  2.446  1.761
H  2.394  2.838  1.449
H  1.321  1.822  1.042
O  1.678  -1.266  0.019
H  2.060  -1.805  -0.658
H  2.381  -0.823  0.515
O  -2.007  0.694  0.393
H  -2.256  1.566  0.607
H  -2.817  0.429  -0.059
O  -0.394  -0.477  -1.889
H  -0.889  -1.176  -2.412
H  0.338  -0.143  -2.442
O  -0.182  3.243  -0.968
H  -0.329  3.715  -0.146
H  0.186  2.489  -0.543

Cartesian forces (eV/Å) of the 3 atoms listed first:
-1.195 -3.224 -0.407
0.269 2.127 0.627
-5.387 -8.189 -0.392

---

(3)
Formula: C21H26N2O3
Source: the OMol25 dataset
Level of theory: the ωB97M-V functional and the def2-TZVPD basis

Computed properties:
* HOMO-LUMO gap: 9.1 eV
* relative energy (zero: lowest compared OMol25 entry of this formula, charge and spin): 57.70 kcal per mole
* net charge: 0
* HOMO: -8.55 eV
* SMILES: COc1cccc(CN2CCN(C(=O)Cc3ccccc3OC)CC2)c1

CARTESIAN COORDINATES (ANGSTROEM)
C  -3.606  -1.997  -2.638
H  -3.792  -2.870  -3.262
O  -4.401  -2.172  -1.491
C  -4.362  -1.213  -0.523
C  -5.173  -1.439  0.591
C  -5.196  -0.528  1.624
C  -4.414  0.616  1.572
C  -3.610  0.852  0.469
C  -3.589  -0.062  -0.579
H  -2.946  0.151  -1.418
C  -2.759  2.089  0.371
N  -1.441  1.780  -0.158
C  -0.671  0.958  0.757
C  0.634  0.523  0.087
N  1.384  1.687  -0.312
C  2.606  2.073  0.116
O  3.104  3.127  -0.237
C  3.363  1.108  1.022
C  3.810  -0.103  0.247
C  4.577  0.062  -0.895
C  5.014  -1.026  -1.630
C  4.685  -2.302  -1.215
C  3.919  -2.492  -0.076
C  3.475  -1.401  0.658
O  2.699  -1.500  1.787
C  2.374  -2.778  2.273
H  1.771  -3.341  1.553
H  1.788  -2.609  3.175
H  3.270  -3.352  2.527
H  3.674  -3.498  0.229
H  5.021  -3.162  -1.774
H  5.611  -0.878  -2.517
H  4.830  1.065  -1.204
H  2.766  0.817  1.885
H  4.243  1.653  1.375
C  0.620  2.557  -1.182
C  -0.684  2.969  -0.502
H  -1.274  3.577  -1.191
H  -0.452  3.578  0.391
H  1.232  3.431  -1.407
H  0.391  2.018  -2.108
H  1.204  -0.100  0.769
H  0.394  -0.060  -0.811
H  -1.262  0.077  1.016
H  -0.435  1.506  1.689
H  -2.700  2.583  1.358
H  -3.235  2.791  -0.323
H  -4.432  1.323  2.388
H  -5.825  -0.709  2.483
H  -5.772  -2.336  0.618
H  -3.887  -1.093  -3.188
H  -2.541  -1.952  -2.387

Cartesian forces (eV/Å) of the 3 atoms listed first:
0.131 0.028 -0.187
0.048 0.082 0.009
-0.180 0.041 0.332